Record 1
# C29H45N9O2SeSiZr

A molecular structure, C29H45N9O2SeSiZr (the ωB97M-V functional and the def2-TZVPD basis, the OMol25 dataset).

The geometry in XYZ format:
```
88
Properties=species:S:1:pos:R:3:forces:R:3
Zr 0.125124 0.176811 -0.289328 0.32 -1.04 0.84
C -3.363672 0.700944 0.281604 0.18 -0.31 0.51
C -3.373491 -0.822576 0.008975 -0.33 0.55 0.17
N -2.043061 -1.328135 -0.352986 0.25 0.17 -0.68
C -1.758009 -2.710375 0.060410 0.26 -0.42 0.28
C -0.760606 -2.772762 1.225180 -0.48 -0.14 -0.27
N 0.441110 -1.957331 0.950813 -0.06 -0.29 -0.50
C 1.493002 -2.305865 1.924661 0.54 0.25 0.27
C 2.686169 -1.353604 1.911880 -0.21 0.04 0.26
C 2.411950 -0.026999 2.613643 0.22 -0.58 -0.21
N 1.497934 0.846932 1.843793 -0.05 0.49 -0.25
C 0.577776 1.568929 2.741259 -0.45 -0.05 0.28
C -0.656964 0.701826 2.980710 0.58 0.42 0.23
N -1.333169 0.403620 1.698967 -0.02 -0.41 0.01
C -2.670005 1.015256 1.621461 -0.59 0.17 -0.32
H -4.407458 1.015475 0.375341 0.15 0.00 0.01
H -3.364171 2.181902 -1.225970 0.06 -0.20 -0.06
H -4.090761 -1.023071 -0.795066 0.09 -0.06 0.15
H -3.735796 -1.332680 0.906238 0.01 0.03 -0.02
H -1.987475 -1.304158 -1.375423 0.19 -0.12 0.32
H -1.313181 -3.241360 -0.786576 -0.12 0.16 0.10
H -2.670798 -3.244625 0.343133 0.06 0.07 -0.03
H -0.482086 -3.826646 1.370052 -0.03 0.19 0.07
H -1.215510 -2.442364 2.168547 0.08 0.01 -0.02
H 0.781227 -2.293851 0.035831 -0.13 0.01 0.19
H 1.858300 -3.322254 1.729542 -0.22 0.07 0.01
H 1.054516 -2.309858 2.926994 -0.04 -0.03 -0.04
H 3.026692 -1.174539 0.890690 0.07 -0.10 0.17
H 3.500915 -1.844411 2.446063 0.06 -0.02 -0.07
H 3.364051 0.484338 2.794828 -0.20 0.06 0.02
H 1.966799 -0.239106 3.589137 0.03 0.06 -0.03
H 2.083898 1.550574 1.393511 -0.20 -0.18 0.09
H 0.290248 2.516681 2.284478 0.03 -0.14 0.04
H 1.046605 1.804517 3.705158 0.01 -0.02 -0.15
H -1.331181 1.208301 3.679996 0.01 -0.13 -0.12
H -0.334340 -0.231254 3.455115 -0.15 0.01 -0.08
H -1.524157 -0.597451 1.694242 0.17 0.26 0.08
H -2.590342 2.098162 1.747375 0.03 -0.10 0.00
H -3.311180 0.638276 2.431016 0.19 0.05 -0.03
O 6.470693 3.072537 -1.890905 -0.09 0.18 0.04
C 6.284374 1.699760 -2.103550 0.36 -0.31 -0.19
C 4.872229 1.331953 -1.774241 -0.27 0.14 0.14
C 4.460822 0.005661 -1.684667 -0.16 0.31 0.10
C 3.177507 -0.265595 -1.258719 0.52 -0.37 -0.26
N 2.282418 0.673943 -0.939197 0.18 0.43 -0.17
C 2.635465 1.959730 -1.137868 0.54 -0.03 -0.08
C 3.921371 2.315504 -1.529074 -0.11 -0.22 0.15
C 1.594143 2.985635 -0.929936 0.01 0.37 0.09
C 1.691703 4.247629 -1.520447 -0.19 -0.12 0.26
C 0.717074 5.201456 -1.277794 0.03 -0.17 0.20
C 0.817419 6.604430 -1.806019 -0.05 0.12 -0.24
O 1.460956 7.339208 -0.783232 0.06 0.06 0.17
C -0.329532 4.853429 -0.426611 0.25 -0.31 0.01
C -0.377226 3.572431 0.077692 -0.30 0.27 0.27
N 0.542159 2.629837 -0.168486 0.46 -0.16 -0.40
H 7.388113 3.308589 -2.058777 0.00 -0.01 -0.03
H 6.958582 1.099404 -1.472113 -0.14 0.06 -0.11
H 6.486082 1.421651 -3.150437 -0.05 0.00 0.13
H 5.130985 -0.802804 -1.928033 0.07 -0.15 0.04
H 2.849752 -1.298546 -1.207973 -0.01 0.23 0.05
H 4.215154 3.346281 -1.625099 -0.04 0.12 0.04
H 2.506843 4.479638 -2.185139 0.14 -0.02 -0.04
H -0.191093 6.990086 -2.001194 0.12 -0.07 -0.07
H 1.397208 6.630271 -2.737328 -0.11 -0.07 0.06
H 1.430321 8.280168 -0.989542 0.00 -0.04 -0.04
H -1.096944 5.569218 -0.184432 -0.14 0.04 0.07
H -1.198716 3.274087 0.715978 -0.04 0.01 -0.09
C -0.380105 -4.180799 -4.370653 0.49 0.73 -0.17
Si 0.897784 -2.810491 -4.669797 0.08 0.78 1.35
C 0.588842 -1.356905 -5.839014 0.00 -0.63 0.54
C 2.716716 -3.289858 -4.384003 -0.91 0.26 -0.08
Se 0.388869 -1.469017 -2.255534 -0.03 -0.72 -0.90
H -0.358123 -4.917497 -5.167776 0.05 -0.13 -0.21
H -1.385212 -3.772492 -4.311207 -0.07 0.14 -0.09
H -0.177603 -4.689354 -3.430854 0.19 0.01 0.05
H 0.819179 -1.630937 -6.864404 0.06 -0.12 -0.21
H 1.211432 -0.507439 -5.560114 0.14 -0.09 0.12
H -0.444341 -1.020552 -5.799019 -0.13 -0.11 0.04
H 3.102544 -3.834934 -5.240570 0.04 -0.11 -0.22
H 2.829871 -3.922653 -3.507875 -0.13 -0.10 0.08
H 3.330715 -2.403946 -4.243322 -0.04 0.17 -0.07
N -2.786576 1.452571 -0.812493 0.34 0.01 -0.31
C -1.558348 1.217513 -1.322994 -0.95 0.97 -0.50
C -1.141359 1.970926 -2.412310 -0.28 -0.69 0.28
C -1.848186 3.106384 -2.854032 -0.19 0.14 0.06
N -2.433219 4.075803 -3.048775 -0.35 0.34 -0.16
C 0.114569 1.720797 -2.987715 0.38 0.08 -0.73
N 1.152487 1.551218 -3.461294 -0.02 0.05 -0.19
```
Forces are in eV/Å.

The calculation puts the LUMO energy at -5.631 eV. As for the highest occupied orbital energy: -12.8572 eV. Its spin multiplicity is 1. As for the net charge: +2. The energy above the lowest of the compared OMol25 structures with the same formula, charge and spin comes out at 0.0000 eV. The orbital gap comes out at 7.23 eV.



Record 2
# C14H21N3O5RhS3Se

A molecular structure, C14H21N3O5RhS3Se (the ωB97M-V functional and the def2-TZVPD basis, the OMol25 dataset).

The geometry in XYZ format:
```
48
Properties=species:S:1:pos:R:3:forces:R:3
Rh 0.194306 1.181298 -0.553621 -0.02 0.07 0.00
O 1.907263 1.739031 0.539847 0.00 -0.02 -0.01
N 1.852706 1.821265 1.900853 0.01 0.02 -0.01
C 3.083194 1.957184 2.542586 -0.01 -0.01 0.01
C 3.181147 1.734834 3.886473 0.01 0.00 -0.02
C 2.063258 1.350533 4.639663 -0.02 -0.01 0.01
C 0.828348 1.181242 3.939983 0.02 0.01 -0.02
C 0.733761 1.397467 2.589101 0.00 -0.02 0.02
S -0.739295 1.247347 1.670151 -0.01 -0.03 -0.01
H 3.891699 2.258593 1.896449 0.00 0.00 0.00
H 4.150811 1.866029 4.354157 0.00 0.00 0.00
H 2.136094 1.158806 5.701329 0.00 0.00 0.00
H -0.076399 0.896476 4.461166 0.00 0.01 0.01
S 1.714884 2.740261 -2.220736 0.02 0.04 0.02
C 1.116515 2.483146 -3.749566 0.02 -0.04 0.02
N -0.045193 1.991061 -4.113849 -0.14 -0.01 0.00
C -0.230654 1.647652 -5.506353 0.01 0.00 -0.01
C 0.679652 2.586424 -6.288156 -0.01 0.01 0.00
S 2.106636 2.830791 -5.188752 -0.01 0.00 0.01
H -0.804690 1.733490 -3.458126 0.08 0.02 0.04
H -1.284093 1.755358 -5.756789 0.00 0.00 -0.01
H 0.055251 0.603175 -5.669558 -0.01 0.00 0.01
H 0.197259 3.546985 -6.471175 0.00 0.00 0.00
H 1.005169 2.156454 -7.233455 0.00 0.00 0.00
C -1.909282 -2.400389 1.153527 -0.10 0.13 0.06
C -1.064382 -3.182580 2.167117 -0.02 -0.07 0.00
C -1.975268 -3.984974 3.109311 0.00 0.01 0.01
C -0.174478 -2.228539 2.971178 -0.04 0.00 0.06
C -0.199879 -4.157991 1.472691 0.13 0.12 -0.05
N 0.492559 -4.924752 0.967744 -0.07 -0.06 0.02
H -2.734544 -1.920245 1.683381 0.00 0.00 0.00
H -2.328098 -3.044322 0.380862 0.01 -0.01 -0.01
H -1.362805 -1.586948 0.680542 0.08 -0.12 -0.11
H -2.601336 -3.286575 3.666742 0.00 0.00 0.00
H -1.392081 -4.576920 3.817928 0.00 0.00 -0.01
H -2.624784 -4.655350 2.544040 0.00 0.00 0.00
H -0.805562 -1.490352 3.467607 0.01 0.01 0.00
H 0.501094 -1.675895 2.321765 0.02 0.02 -0.03
H 0.408153 -2.767211 3.722155 0.00 0.01 -0.01
C 0.777321 -0.702611 -1.484495 -0.03 0.03 0.03
H 0.154173 -0.747865 -2.379883 0.00 -0.01 0.00
H 0.550432 -1.537937 -0.823818 -0.01 0.00 0.00
H 1.841010 -0.639734 -1.710003 0.00 -0.01 -0.01
O -2.469569 -0.197969 -0.964599 0.00 -0.03 0.03
Se -2.725419 1.101186 -1.916332 -0.02 -0.05 -0.07
O -4.166904 1.806405 -1.705770 0.00 0.03 0.03
O -1.471940 2.181991 -1.552421 0.07 -0.03 0.00
O -2.436045 0.754654 -3.500914 0.01 0.02 -0.03
```
Forces are in eV/Å.

The calculation puts the LUMO energy (spin up / spin down) at 3.920 / 3.917 eV. As for the highest occupied orbital energy (spin up / spin down): 0.5642 / -2.1913 eV. Its spin multiplicity is 6. As for the expectation value of S²: 8.78. As for the net charge: -2. The energy above the lowest of the compared OMol25 structures with the same formula, charge and spin comes out at 0.0000 eV. The orbital gap (spin up / spin down) comes out at 3.36 / 6.11 eV.



Record 3
# C27H65N2O8S7

7 unconnected molecules or ions with the total composition C27H65N2O8S7 (the ωB97M-V functional and the def2-TZVPD basis, the OMol25 dataset).

The geometry in XYZ format:
```
109
Properties=species:S:1:pos:R:3:forces:R:3
C -0.124592 1.119062 4.229191 -0.29 -0.38 0.08
C -0.957435 0.118914 3.393193 0.58 0.76 0.67
C -1.999126 0.880084 2.588593 0.13 -0.46 -0.40
C -2.872952 -0.024263 1.699522 -0.14 0.03 0.32
C -4.365038 -0.062809 2.133769 0.77 0.18 -0.13
C -5.298297 -0.099975 0.992001 -1.37 -0.84 -0.72
C -6.148932 -1.097209 0.567786 0.45 -0.01 0.39
C -6.436477 -2.438348 1.165889 -0.20 0.26 0.07
C -7.295193 -2.361446 2.428070 -0.44 -0.09 0.30
C -8.708870 -1.825891 2.144429 0.45 0.29 0.33
O -6.656920 -1.547809 3.401914 0.46 0.09 -0.16
N -6.758368 -0.647907 -0.603867 -0.28 0.92 0.19
S -7.866641 -1.512216 -1.573971 -0.03 -0.59 -0.59
C -6.328755 0.596709 -0.861220 0.32 -0.06 0.40
N -5.473938 0.940115 0.086104 0.91 -0.24 0.07
C -4.796784 2.220056 0.225171 -0.66 0.97 0.50
C -5.528315 3.095509 1.275199 -0.24 -0.75 0.09
O -6.871873 2.667931 1.332640 0.03 0.40 -0.53
C -7.713089 3.578961 2.028505 -0.46 -0.35 0.67
C -7.626368 3.395684 3.554394 -0.19 0.15 -0.50
H 0.065676 0.723931 5.224031 0.09 -0.04 0.09
H 0.840560 1.307497 3.772586 0.04 0.19 -0.15
H -0.684550 2.044028 4.359390 0.14 0.21 0.03
H -0.253335 -0.413549 2.760019 -0.18 -0.28 -0.15
H -1.416138 -0.573562 4.097202 -0.25 -0.26 -0.22
H -1.453837 1.588840 1.964593 -0.06 0.22 -0.02
H -2.623825 1.445723 3.279269 -0.08 0.17 0.02
H -2.489977 -1.038543 1.782496 0.05 -0.14 -0.16
H -2.786143 0.241900 0.647496 0.05 0.06 -0.09
H -4.606636 0.784057 2.773501 -0.04 0.15 0.03
H -4.499061 -0.939170 2.748397 -0.39 -0.15 0.09
H -5.517560 -2.993706 1.331754 0.17 0.10 0.18
H -7.025878 -3.025033 0.466710 0.06 -0.10 -0.19
H -7.357739 -3.373051 2.833527 -0.04 -0.16 -0.16
H -8.746097 -0.805198 2.521808 -0.03 0.17 -0.09
H -9.454636 -2.385747 2.698949 -0.19 -0.16 -0.20
H -8.933607 -1.785356 1.083568 -0.25 -0.26 -0.07
H -7.185537 -1.535040 4.203853 -0.08 -0.06 0.05
H -8.979532 -0.754934 -1.527839 0.27 0.28 0.49
H -6.607325 1.228848 -1.681466 -0.16 -0.06 -0.15
H -3.773789 2.076570 0.546554 0.15 -0.20 -0.14
H -4.803093 2.774141 -0.706597 -0.03 -0.37 -0.36
H -5.081413 2.962464 2.260262 0.26 0.21 0.06
H -5.462673 4.136382 0.962030 0.08 0.17 0.10
H -8.726296 3.332402 1.726594 -0.06 0.03 -0.28
H -7.525521 4.610239 1.732649 0.25 0.06 -0.13
H -6.740555 2.819058 3.801666 0.15 0.10 0.22
H -7.629196 4.357074 4.058217 0.20 0.03 0.17
H -8.494543 2.848258 3.905830 -0.02 -0.16 0.11
C 4.545863 -0.667775 1.805614 -0.02 0.14 -0.16
S 3.474449 -1.057562 3.192802 -0.03 -0.11 -0.12
O 2.072244 -0.899778 2.688530 -0.05 0.13 -0.03
C 3.845702 0.414431 4.150455 0.03 0.15 0.04
H 4.429135 -1.452775 1.060817 -0.03 -0.02 0.03
H 4.251430 0.291010 1.376278 -0.12 -0.04 0.04
H 5.576400 -0.635452 2.137077 0.08 -0.06 0.08
H 3.627778 1.301980 3.554946 -0.04 -0.04 -0.04
H 4.894234 0.391217 4.438862 0.03 -0.07 -0.01
H 3.216789 0.403924 5.039191 -0.03 -0.05 -0.02
C -6.549141 -2.466986 -4.902632 0.23 -0.02 -0.07
S -8.136481 -2.535967 -5.743810 -0.03 0.11 -0.03
O -8.727236 -3.859829 -5.433468 0.01 -0.05 0.07
C -7.472003 -2.619609 -7.409495 0.08 -0.02 -0.08
H -6.748088 -2.453478 -3.835111 0.00 -0.02 -0.06
H -5.952294 -3.344068 -5.153788 -0.07 -0.03 -0.05
H -6.020679 -1.556615 -5.188833 -0.03 0.01 0.00
H -6.822218 -3.489776 -7.499790 -0.02 -0.02 0.04
H -6.920509 -1.704983 -7.627573 -0.02 0.01 0.01
H -8.309362 -2.713214 -8.097194 -0.04 0.00 0.04
C 4.359373 -3.472989 -2.160218 -0.04 -0.06 0.09
S 4.822253 -1.978681 -3.043419 0.04 -0.02 -0.14
O 5.844898 -1.283035 -2.218670 -0.02 0.00 0.11
C 3.265511 -1.118441 -2.788704 -0.10 0.05 0.08
H 5.217521 -4.141399 -2.162652 0.03 0.03 -0.03
H 4.088602 -3.223506 -1.134000 0.02 0.04 -0.01
H 3.522767 -3.950333 -2.670254 0.01 0.00 -0.02
H 3.068283 -1.025327 -1.720111 0.05 -0.01 0.01
H 2.463654 -1.670900 -3.278726 0.02 -0.01 -0.02
H 3.354909 -0.129968 -3.234412 0.06 -0.01 -0.02
C 10.312043 -0.396172 -3.138867 0.06 0.05 0.11
S 9.466369 -1.056220 -4.580468 -0.08 -0.07 -0.01
O 10.287039 -0.703096 -5.770568 0.04 0.07 0.00
C 8.095309 0.092711 -4.523990 -0.11 0.08 0.08
H 11.238785 -0.951621 -3.010012 -0.01 -0.03 -0.04
H 10.533500 0.659579 -3.297419 -0.02 -0.01 -0.05
H 9.679574 -0.526694 -2.260622 -0.02 -0.02 -0.02
H 8.464934 1.114480 -4.587640 0.03 -0.02 0.00
H 7.536683 -0.052470 -3.598230 -0.01 -0.04 -0.01
H 7.444597 -0.110137 -5.372513 0.05 -0.06 -0.03
C 8.749414 -1.891128 4.907001 0.07 0.08 0.04
S 7.179190 -2.694560 4.579560 0.00 -0.09 -0.05
O 6.262664 -1.649548 4.035795 0.21 0.03 0.19
C 6.721200 -2.944143 6.296221 -0.03 0.03 0.11
H 9.187381 -1.610360 3.951670 -0.04 -0.03 -0.03
H 8.586042 -1.000798 5.514109 -0.05 -0.01 -0.01
H 9.410531 -2.588471 5.420764 -0.01 -0.02 -0.02
H 6.692080 -1.983879 6.811181 0.01 0.02 -0.04
H 7.443129 -3.609569 6.768773 0.00 -0.02 -0.02
H 5.734909 -3.402768 6.315632 0.00 -0.01 -0.06
C 8.443768 4.344964 -6.398085 -0.03 0.03 -0.11
S 8.308725 4.140371 -4.619455 0.13 0.01 0.03
O 7.102113 3.310899 -4.362699 -0.09 0.04 -0.03
C 7.864131 5.843880 -4.261858 -0.04 0.11 -0.02
H 8.680972 3.374106 -6.828526 0.01 -0.02 0.05
H 7.495524 4.704968 -6.797425 -0.02 -0.01 0.05
H 9.245026 5.049057 -6.621818 0.02 -0.02 0.02
H 6.954810 6.105228 -4.803069 -0.01 -0.05 -0.01
H 8.683855 6.500689 -4.552528 0.02 -0.02 0.01
H 7.692137 5.926910 -3.190985 0.01 -0.05 0.01
```
Forces are in eV/Å.

The calculation puts the LUMO energy at -2.493 eV. As for the highest occupied orbital energy: -9.2862 eV. Its spin multiplicity is 1. As for the net charge: +1. The orbital gap comes out at 6.79 eV.



Record 4
# CH4IPS

2 unconnected molecules or ions with the total composition CH4IPS (the ωB97M-V functional and the def2-TZVPD basis, the OMol25 dataset).

The geometry in XYZ format:
```
8
Properties=species:S:1:pos:R:3:forces:R:3
C 1.847270 0.847824 -1.282052 -0.01 -2.77 1.22
P -0.885238 0.935467 3.468697 0.47 0.09 -0.03
S 0.863848 0.414872 0.120499 -0.45 -0.12 0.56
I -2.816147 -0.038252 2.441513 0.05 -0.05 -0.17
H 1.283284 0.557760 -2.121785 -0.32 -0.41 -1.37
H 2.714489 0.170562 -1.140729 -0.12 0.59 -0.55
H 2.061271 1.842212 -1.281323 1.00 2.66 -0.12
H 0.060608 0.725905 2.395671 -0.61 0.01 0.47
```
Forces are in eV/Å.

The calculation puts the LUMO energy (spin up / spin down) at -1.328 / -1.950 eV. As for the highest occupied orbital energy (spin up / spin down): -9.1112 / -8.2790 eV. Its spin multiplicity is 1. The energy above the lowest of the compared OMol25 structures with the same formula, charge and spin comes out at 3.2522 eV. The orbital gap (spin up / spin down) comes out at 7.78 / 6.33 eV.



Computed maximum force, in the same sequence as the records: 0.0304 0.0035 0.0342 0.0589 hartree/bohr.